No. 1
Computed, not measured: C20H58N5O8Sr2 as an isolated structure in a non-equilibrium geometry, with wB97M-V/def2-TZVPD.

The calculation puts the total energy at -47168.03564 eV. The value obtained for the HOMO energy is -10.9 eV.

ORCA input file:
```
! RIJCOSX wB97M-V def2-TZVPD def2/J DEFGRID3
* xyz 1 1
Sr -9.110 -21.560 11.252
Sr -13.408 -22.681 12.826
O -11.933 -22.473 9.830
H -12.195 -23.123 9.150
O -11.563 -20.078 13.235
H -11.910 -19.251 13.621
O -10.475 -24.022 13.189
H -10.616 -24.965 12.976
C -5.725 -26.634 12.027
C -5.448 -25.326 11.304
C -4.273 -25.281 10.329
O -3.098 -25.859 10.896
C -1.978 -25.576 10.114
N -6.652 -24.948 10.607
H -6.659 -26.692 12.585
H -5.022 -26.776 12.849
H -5.551 -27.401 11.273
H -5.168 -24.645 12.107
H -4.137 -24.300 9.872
H -4.493 -25.942 9.491
H -1.677 -24.528 10.104
H -2.075 -26.024 9.125
H -1.181 -26.114 10.627
H -7.466 -25.356 11.044
H -6.651 -25.546 9.793
C -11.202 -29.103 9.439
C -10.767 -27.642 9.107
C -9.934 -27.638 7.808
O -8.482 -27.541 7.915
C -7.883 -27.695 6.697
N -11.964 -26.845 8.923
H -12.212 -29.147 9.846
H -10.469 -29.461 10.162
H -11.160 -29.800 8.603
H -10.179 -27.155 9.885
H -10.281 -26.722 7.331
H -10.276 -28.497 7.232
H -6.828 -27.671 6.973
H -8.235 -26.933 6.002
H -7.973 -28.654 6.186
H -12.631 -26.711 9.670
H -11.655 -25.900 8.751
C -12.203 -28.847 15.337
C -13.542 -29.278 15.810
C -13.666 -29.238 17.376
O -12.506 -29.789 17.998
C -12.090 -29.227 19.335
N -14.452 -28.356 15.215
H -11.949 -27.998 15.972
H -12.194 -28.697 14.258
H -11.479 -29.644 15.508
H -13.714 -30.322 15.546
H -14.539 -29.772 17.750
H -13.613 -28.196 17.692
H -11.202 -29.736 19.710
H -12.775 -29.268 20.182
H -11.709 -28.210 19.248
H -15.266 -28.922 15.024
H -14.225 -27.991 14.301
C -6.749 -23.311 16.056
C -7.611 -22.167 16.472
C -7.094 -21.117 17.419
O -8.134 -20.496 18.116
C -7.732 -19.228 18.701
N -8.012 -21.524 15.296
H -5.870 -23.038 15.472
H -7.333 -24.026 15.478
H -6.510 -23.986 16.878
H -8.552 -22.635 16.760
H -6.377 -20.444 16.949
H -6.443 -21.591 18.154
H -8.587 -18.622 19.001
H -6.959 -18.606 18.249
H -7.409 -19.624 19.664
H -8.635 -22.226 14.922
H -8.618 -20.775 15.599
C -12.965 -21.714 17.517
C -13.104 -23.225 17.871
C -14.342 -23.459 18.824
O -14.173 -22.727 19.975
C -15.344 -22.655 20.929
N -13.192 -24.005 16.640
H -12.805 -21.109 18.409
H -13.799 -21.315 16.941
H -12.066 -21.566 16.917
H -12.230 -23.614 18.393
H -14.400 -24.535 18.991
H -15.269 -23.065 18.407
H -15.763 -23.640 21.137
H -16.225 -22.132 20.557
H -15.068 -22.253 21.904
H -13.337 -25.004 16.675
H -12.263 -23.957 16.245
*
```

No. 2
Computed, not measured: C20H59AsF6N5O7 as an isolated structure in a non-equilibrium geometry, with wB97M-V/def2-TZVPD.

The calculation puts the total energy at -120623.29107 eV. Its relative energy (zero: lowest compared OMol25 entry of this formula, charge and spin) is 500.40 kJ/mol. The value obtained for the HOMO energy is -7.6 eV.

ORCA input file:
```
! RIJCOSX wB97M-V def2-TZVPD def2/J DEFGRID3
* xyz -1 1
As -0.706 1.939 2.008
F 0.268 3.280 1.408
F -2.233 2.295 1.171
F -1.440 0.554 2.753
F 0.737 1.585 2.995
F -1.316 3.074 3.322
F -0.109 0.850 0.702
O -3.865 -5.237 4.134
H -3.073 -4.763 3.879
H -4.190 -5.617 3.317
O 2.699 1.464 7.651
H 1.930 1.098 8.089
H 2.439 1.538 6.733
C -1.115 1.578 -7.997
C 0.170 2.219 -7.501
C -0.073 3.048 -6.290
O -1.090 4.042 -6.600
C -1.331 4.877 -5.486
N 1.249 1.243 -7.278
H -0.991 1.032 -8.932
H -1.967 2.253 -8.074
H -1.520 0.933 -7.217
H 0.553 2.995 -8.163
H 0.873 3.497 -5.989
H -0.372 2.465 -5.419
H -0.391 5.022 -4.955
H -1.935 4.243 -4.837
H -1.907 5.759 -5.770
H 2.094 1.759 -7.074
H 0.918 0.866 -6.401
C -2.005 -4.039 -2.213
C -1.656 -5.481 -1.927
C -0.256 -5.648 -1.287
O -0.030 -7.080 -1.091
C 1.237 -7.344 -0.474
N -2.623 -5.968 -0.950
H -1.287 -3.531 -2.856
H -2.060 -3.462 -1.290
H -2.935 -3.960 -2.777
H -1.675 -6.102 -2.823
H -0.307 -5.110 -0.340
H 0.496 -5.211 -1.943
H 2.149 -7.203 -1.054
H 1.137 -8.355 -0.078
H 1.434 -6.652 0.345
H -2.270 -6.911 -0.877
H -3.525 -6.038 -1.399
C 4.516 9.022 -0.020
C 5.632 9.741 -0.666
C 5.533 9.900 -2.197
O 4.959 8.677 -2.703
C 5.031 8.612 -4.133
N 5.799 11.087 0.013
H 4.598 9.352 1.015
H 4.692 7.946 -0.010
H 3.483 9.295 -0.234
H 6.568 9.193 -0.554
H 6.522 10.152 -2.581
H 4.852 10.748 -2.269
H 4.952 9.606 -4.573
H 4.218 8.106 -4.654
H 6.013 8.237 -4.421
H 5.091 11.721 -0.329
H 6.557 11.548 -0.470
C -9.749 -0.609 1.672
C -10.461 -0.859 2.896
C -11.594 -1.940 2.942
O -12.699 -1.315 2.298
C -13.624 -2.142 1.661
N -9.563 -1.115 4.060
H -10.111 0.289 1.172
H -9.790 -1.354 0.877
H -8.705 -0.359 1.860
H -10.965 0.047 3.233
H -11.835 -2.177 3.978
H -11.277 -2.909 2.557
H -14.005 -2.952 2.283
H -13.178 -2.455 0.718
H -14.438 -1.501 1.321
H -8.907 -0.385 4.298
H -9.019 -1.965 4.035
C 8.603 -6.268 5.840
C 8.607 -6.049 4.340
C 7.622 -4.942 3.890
O 6.263 -5.226 4.450
C 5.309 -4.168 4.208
N 9.953 -5.784 3.950
H 9.127 -7.120 6.272
H 7.531 -6.251 6.039
H 8.859 -5.396 6.442
H 8.235 -6.909 3.783
H 7.446 -4.879 2.816
H 7.819 -4.005 4.410
H 5.636 -3.218 4.632
H 4.412 -4.506 4.727
H 5.237 -3.903 3.153
H 10.394 -6.688 3.862
H 9.720 -5.724 2.969
*
```

No. 3
Computed, not measured: a 7-piece molecular cluster, C20H59N5O7 overall in a non-equilibrium geometry, with wB97M-V/def2-TZVPD.

The calculation puts the total energy at -43465.80798 eV. The value obtained for the HOMO energy (spin up / spin down) is -11.2 / -11.2 eV.

ORCA input file:
```
! RIJCOSX wB97M-V def2-TZVPD def2/J DEFGRID3
* xyz 1 2
C -0.772 -4.152 -6.189
C -1.975 -3.458 -5.708
C -1.851 -1.857 -5.795
O -0.916 -1.348 -4.874
C -1.371 -1.362 -3.522
N -3.059 -3.914 -6.566
H -0.475 -4.005 -7.228
H -0.818 -5.240 -6.143
H 0.078 -3.859 -5.574
H -2.086 -3.770 -4.670
H -2.839 -1.447 -5.584
H -1.481 -1.540 -6.770
H -1.798 -2.298 -3.162
H -2.051 -0.558 -3.242
H -0.482 -1.363 -2.892
H -2.753 -4.826 -6.873
H -3.080 -3.441 -7.458
C -3.205 -1.057 0.220
C -2.639 -2.327 0.869
C -2.182 -3.321 -0.235
O -3.178 -3.835 -1.078
C -2.875 -5.052 -1.850
N -1.455 -1.896 1.609
H -3.535 -0.412 1.035
H -4.006 -1.346 -0.461
H -2.524 -0.449 -0.375
H -3.346 -2.785 1.562
H -1.554 -4.064 0.256
H -1.511 -2.835 -0.943
H -1.908 -4.977 -2.348
H -3.681 -5.195 -2.570
H -2.877 -5.950 -1.233
H -1.653 -1.100 2.197
H -0.702 -1.626 0.992
C 3.524 1.076 -2.504
C 4.105 0.448 -1.284
C 4.799 -0.909 -1.445
O 5.088 -1.434 -0.161
C 3.945 -2.028 0.482
N 5.120 1.459 -0.986
H 3.210 2.119 -2.448
H 2.573 0.578 -2.695
H 4.239 0.998 -3.323
H 3.348 0.428 -0.500
H 5.630 -0.947 -2.149
H 4.037 -1.583 -1.837
H 3.057 -1.405 0.586
H 4.314 -2.408 1.435
H 3.516 -2.939 0.064
H 4.655 2.174 -0.446
H 5.773 1.075 -0.317
C 3.181 2.571 7.707
C 2.466 1.503 6.847
C 2.577 1.813 5.291
O 1.929 0.703 4.623
C 1.807 0.838 3.199
N 3.096 0.277 7.139
H 4.263 2.590 7.580
H 3.035 2.373 8.769
H 2.818 3.569 7.460
H 1.440 1.443 7.208
H 3.558 2.037 4.873
H 2.018 2.729 5.102
H 2.586 0.277 2.684
H 2.030 1.869 2.924
H 0.834 0.576 2.783
H 4.052 0.343 6.820
H 2.688 -0.262 6.389
C -2.266 2.403 0.743
C -2.478 3.874 0.211
C -2.771 4.875 1.345
O -3.824 4.451 2.225
C -5.082 4.311 1.658
N -1.470 4.294 -0.633
H -3.226 1.903 0.869
H -1.628 2.570 1.611
H -1.608 1.898 0.036
H -3.387 3.807 -0.388
H -2.921 5.896 0.994
H -1.925 5.091 1.998
H -5.384 3.269 1.548
H -5.189 4.848 0.715
H -5.754 4.804 2.360
H -1.530 5.218 -1.036
H -0.617 4.270 -0.092
O 0.475 -0.348 -0.396
H 0.894 0.383 0.059
H -0.305 0.035 -0.798
O 1.619 1.957 0.404
H 1.150 2.785 0.508
H 2.479 2.119 0.792
*
```